The following is a DFT calculation (ωB97M-V with the def2-TZVPD basis set) of a gas-phase ion, C2H12N8O2S (charge +2) in a non-equilibrium geometry.

## Properties
SMILES string = N/C(=N/[NH3+])N(O)SN(O)/C(N)=N\[NH3+]
E_LUMO = -5.905 eV
maximum force = 4.144 eV Å⁻¹
gap between HOMO and LUMO = 0.390 Eh
E_HOMO = -0.6066 Ha
molecular weight = 212.24 g mol⁻¹
charge = +2

Last columns: bonded neighbours and bond lengths (Å).
Atoms and positions in Å:
1 C -2.15 -0.58 0.12  N3 1.266, N5 1.338, N7 1.386
2 C 2.35 -0.69 -0.16  N4 1.262, N6 1.366, N8 1.531
3 N -3.41 -0.61 0.05  C1 1.266, N9 1.477
4 N 3.60 -0.55 -0.24  C2 1.262, N10 1.387
5 N -1.61 -1.78 0.33  C1 1.338, H14 0.974, H15 1.045
6 N 1.65 -1.84 -0.43  C2 1.366, H16 0.988, H17 1.015
7 N -1.37 0.56 0.02  C1 1.386, O11 1.416, S13 1.719
8 N 1.33 0.44 0.04  C2 1.531, O12 1.449, S13 1.676
9 N -4.31 0.42 -0.51  N3 1.477, H18 1.043, H19 1.129, H20 1.091
10 N 4.34 0.62 -0.12  N4 1.387, H21 1.002, H22 1.016, H23 1.110
11 O -2.10 1.76 0.23  N7 1.416, H24 0.963
12 O 1.95 1.70 0.38  N8 1.449, H25 0.966
13 S 0.01 0.48 -0.99  N7 1.719, N8 1.676
14 H -2.18 -2.53 0.08  N5 0.974
15 H -1.01 -1.87 1.19  N5 1.045
16 H 2.13 -2.69 -0.29  N6 0.988
17 H 0.70 -1.98 -0.12  N6 1.015
18 H -4.96 -0.04 -1.19  N9 1.043
19 H -3.70 1.21 -1.06  N9 1.129
20 H -4.75 0.76 0.43  N9 1.091
21 H 3.84 1.40 0.26  N10 1.002
22 H 4.94 0.60 0.70  N10 1.016
23 H 4.88 0.96 -1.02  N10 1.110
24 H -1.90 2.13 1.10  O11 0.963
25 H 1.74 2.13 1.22  O12 0.966